No. 1
Formula: C90H190N10O10
Source: the OMol25 dataset
Level of theory: the ωB97M-V functional and the def2-TZVPD basis

```
300
Properties=species:S:1:pos:R:3:lowdin_charge:R:1
C -0.16 5.41 -20.56 -0.0508
C 0.82 4.92 -19.43 -0.4422
C 2.25 4.90 -20.09 -0.0306
C 0.61 5.92 -18.28 -0.1377
C 0.93 5.52 -16.83 -0.1699
C 0.41 4.13 -16.52 -0.1617
C 0.82 3.04 -17.54 -0.5244
C 2.28 2.75 -17.38 -0.0391
C -0.03 1.82 -17.16 -0.0406
N 0.40 3.55 -18.91 -0.0957
O 0.23 2.49 -19.85 -0.0241
H 0.08 6.42 -20.89 0.0825
H -0.31 4.70 -21.37 0.0741
H -1.19 5.40 -20.20 0.0723
H 2.63 4.08 -20.69 0.0804
H 2.37 5.81 -20.69 0.0694
H 2.99 5.02 -19.30 0.0637
H 0.98 6.92 -18.53 0.1222
H -0.47 6.02 -18.19 0.1082
H 2.02 5.46 -16.75 0.0953
H 0.47 6.20 -16.10 0.1127
H -0.67 4.04 -16.41 0.1165
H 0.86 3.75 -15.60 0.1143
H 2.39 2.26 -16.41 0.0872
H 2.88 3.63 -17.16 0.0754
H 2.52 2.09 -18.21 0.0977
H -1.03 1.86 -17.58 0.0857
H -0.27 1.74 -16.10 0.0845
H 0.62 1.00 -17.45 0.0839
H -0.73 2.41 -19.80 0.0906
C -4.21 -13.53 -11.72 -0.0195
C -5.11 -14.02 -10.51 -0.4640
C -4.42 -13.71 -9.14 -0.0340
C -6.35 -13.21 -10.50 -0.1429
C -7.30 -13.59 -11.75 -0.1454
C -7.66 -15.12 -11.81 -0.1285
C -6.37 -16.03 -11.82 -0.4775
C -6.84 -17.46 -11.42 -0.0394
C -5.99 -16.01 -13.31 -0.0484
N -5.40 -15.48 -10.81 -0.1333
O -4.43 -16.39 -10.53 -0.0112
H -3.63 -12.64 -11.48 0.0725
H -3.47 -14.26 -12.04 0.0846
H -4.88 -13.19 -12.51 0.0599
H -4.50 -12.64 -8.94 0.0778
H -5.00 -14.16 -8.33 0.0775
H -3.38 -13.97 -8.94 0.0778
H -7.04 -13.32 -9.66 0.1172
H -6.16 -12.14 -10.53 0.1192
H -8.15 -12.92 -11.87 0.0965
H -6.91 -13.30 -12.73 0.0779
H -8.17 -15.34 -12.75 0.1075
H -8.26 -15.51 -10.99 0.1019
H -7.34 -17.48 -10.45 0.0765
H -6.08 -18.22 -11.30 0.0731
H -7.53 -17.79 -12.20 0.0810
H -5.02 -16.50 -13.23 0.0856
H -5.97 -14.97 -13.65 0.0678
H -6.58 -16.59 -14.02 0.0826
H -4.64 -16.57 -9.62 0.1070
C 2.36 -3.71 -22.72 -0.0439
C 1.57 -5.04 -22.42 -0.4213
C 1.58 -5.42 -20.86 -0.0276
C 0.08 -4.69 -22.85 -0.1253
C -0.09 -4.74 -24.39 -0.1949
C 0.45 -6.02 -24.97 -0.1504
C 1.97 -6.28 -24.65 -0.4355
C 2.27 -7.73 -25.18 -0.0489
C 2.88 -5.31 -25.46 -0.0371
N 2.17 -6.19 -23.16 -0.1453
O 3.44 -6.46 -22.71 -0.0075
H 3.38 -3.84 -23.09 0.0716
H 2.03 -3.10 -23.56 0.0596
H 2.36 -3.09 -21.82 0.0782
H 0.97 -4.73 -20.27 0.0709
H 1.22 -6.44 -20.71 0.0763
H 2.59 -5.28 -20.47 0.0681
H -0.67 -5.29 -22.32 0.1099
H -0.08 -3.66 -22.54 0.1089
H -1.15 -4.59 -24.58 0.1096
H 0.44 -3.89 -24.81 0.0979
H 0.19 -6.03 -26.03 0.1183
H -0.11 -6.84 -24.52 0.1172
H 1.84 -8.11 -26.11 0.0809
H 1.90 -8.45 -24.45 0.0748
H 3.31 -8.01 -25.26 0.0695
H 3.86 -5.77 -25.51 0.0803
H 2.76 -4.24 -25.30 0.0639
H 2.53 -5.22 -26.49 0.0787
H 3.52 -7.41 -22.72 0.1034
C -3.34 -4.05 -12.35 -0.0124
C -2.78 -5.57 -12.29 -0.4500
C -3.95 -6.46 -12.35 -0.0817
C -1.88 -5.74 -13.59 -0.1614
C -0.58 -5.09 -13.39 -0.1870
C 0.08 -5.60 -12.05 -0.0946
C -0.76 -5.52 -10.74 -0.5112
C -0.23 -6.59 -9.78 -0.0653
C -0.57 -4.13 -10.05 -0.0202
N -2.13 -5.92 -11.00 -0.1284
O -2.91 -5.94 -9.84 -0.0045
H -4.28 -3.94 -11.81 0.0697
H -2.74 -3.33 -11.78 0.0596
H -3.49 -3.65 -13.35 0.0716
H -4.61 -6.38 -11.49 0.0788
H -4.61 -6.50 -13.22 0.0927
H -3.61 -7.49 -12.22 0.0882
H -1.78 -6.79 -13.87 0.1215
H -2.49 -5.27 -14.35 0.1131
H -0.03 -5.59 -14.19 0.1065
H -0.59 -4.02 -13.62 0.1143
H 1.09 -5.19 -12.01 0.1177
H 0.24 -6.67 -12.17 0.1101
H -0.48 -6.42 -8.73 0.0801
H 0.85 -6.68 -9.73 0.0818
H -0.50 -7.61 -10.06 0.0870
H -1.39 -4.00 -9.34 0.0798
H -0.54 -3.49 -10.93 0.0664
H 0.42 -4.02 -9.60 0.0797
H -2.67 -6.72 -9.33 0.0981
C 5.60 -17.32 -7.01 -0.0303
C 6.14 -15.88 -7.33 -0.4335
C 7.44 -15.51 -6.51 -0.0477
C 6.84 -15.96 -8.77 -0.1588
C 5.87 -15.82 -9.98 -0.1514
C 5.07 -14.53 -9.67 -0.1299
C 4.21 -14.53 -8.36 -0.4468
C 3.59 -13.12 -8.15 -0.0447
C 2.97 -15.50 -8.53 -0.0341
N 5.18 -14.79 -7.27 -0.1624
O 4.78 -14.58 -5.99 0.0022
H 5.82 -17.74 -6.03 0.0721
H 4.53 -17.33 -6.85 0.0625
H 5.72 -18.19 -7.65 0.0769
H 7.86 -14.52 -6.69 0.0819
H 7.18 -15.32 -5.47 0.0633
H 8.11 -16.37 -6.51 0.0857
H 7.71 -15.32 -8.92 0.1019
H 7.37 -16.91 -8.68 0.0996
H 6.53 -15.65 -10.83 0.1023
H 5.35 -16.78 -10.06 0.1037
H 4.36 -14.37 -10.48 0.1100
H 5.85 -13.76 -9.62 0.1208
H 2.83 -12.97 -7.38 0.0790
H 3.12 -12.84 -9.10 0.0815
H 4.38 -12.42 -7.92 0.0805
H 2.39 -15.32 -9.43 0.0745
H 2.15 -15.43 -7.83 0.0720
H 3.15 -16.58 -8.53 0.0610
H 5.21 -13.76 -5.73 0.1080
C -2.75 -0.25 -3.52 -0.0414
C -1.73 -0.52 -2.41 -0.5279
C -2.26 -1.61 -1.48 -0.0265
C -0.45 -0.91 -3.16 -0.1196
C 0.88 -0.96 -2.30 -0.1902
C 1.12 0.32 -1.56 -0.1718
C -0.16 0.89 -0.82 -0.4471
C -0.26 0.13 0.48 -0.0463
C 0.34 2.33 -0.55 -0.0505
N -1.38 0.73 -1.71 -0.1185
O -2.43 1.43 -1.16 -0.0089
H -3.69 -0.03 -3.02 0.0789
H -2.65 0.68 -4.09 0.0904
H -2.84 -1.18 -4.07 0.0898
H -2.95 -1.12 -0.79 0.0887
H -2.74 -2.29 -2.19 0.0792
H -1.63 -2.24 -0.85 0.0735
H -0.65 -1.92 -3.51 0.1089
H -0.32 -0.47 -4.14 0.1146
H 0.89 -1.76 -1.56 0.0985
H 1.75 -1.22 -2.91 0.1072
H 1.38 0.88 -2.45 0.1153
H 2.02 0.11 -0.98 0.1224
H -0.42 -0.92 0.26 0.0606
H -1.02 0.46 1.18 0.0883
H 0.67 0.12 1.05 0.0875
H 0.37 2.91 -1.47 0.0803
H 1.33 2.53 -0.15 0.0840
H -0.35 2.76 0.18 0.0742
H -2.57 2.14 -1.79 0.1066
C -9.95 0.65 -21.17 -0.0231
C -10.19 -0.70 -20.51 -0.5035
C -11.34 -0.57 -19.55 -0.0660
C -10.85 -1.66 -21.58 -0.1392
C -9.69 -2.31 -22.41 -0.1474
C -8.64 -3.03 -21.41 -0.1104
C -8.02 -2.05 -20.37 -0.4904
C -7.11 -2.86 -19.31 -0.0272
C -6.93 -1.29 -21.18 -0.0458
N -9.07 -1.33 -19.74 -0.1095
O -8.57 -0.49 -18.78 -0.0024
H -9.74 1.34 -20.35 0.0831
H -8.95 0.65 -21.60 0.0639
H -10.65 0.92 -21.96 0.0930
H -11.00 0.20 -18.85 0.0729
H -12.34 -0.35 -19.91 0.0986
H -11.28 -1.45 -18.91 0.0919
H -11.53 -2.43 -21.21 0.1114
H -11.43 -1.09 -22.30 0.1051
H -10.11 -3.11 -23.01 0.0958
H -9.31 -1.52 -23.05 0.0989
H -7.94 -3.46 -22.13 0.1036
H -9.09 -3.92 -20.98 0.1079
H -7.77 -3.54 -18.77 0.0726
H -6.71 -2.13 -18.60 0.0649
H -6.23 -3.40 -19.64 0.0768
H -7.41 -0.63 -21.90 0.0562
H -6.16 -1.91 -21.64 0.0833
H -6.42 -0.62 -20.48 0.0767
H -9.09 -0.64 -17.99 0.1081
C -6.34 2.40 -13.69 -0.0251
C -6.42 3.16 -12.38 -0.5027
C -6.45 2.18 -11.14 -0.0166
C -5.20 4.05 -12.20 -0.1636
C -5.00 5.39 -12.93 -0.1677
C -6.27 6.22 -12.64 -0.1494
C -7.65 5.49 -12.77 -0.4230
C -8.68 6.35 -11.88 -0.0177
C -7.98 5.42 -14.30 -0.0221
N -7.58 4.09 -12.27 -0.1818
O -8.73 3.41 -12.29 -0.0039
H -7.09 1.61 -13.64 0.0810
H -6.45 3.09 -14.52 0.0693
H -5.41 1.86 -13.85 0.0852
H -6.55 2.69 -10.18 0.0880
H -7.12 1.39 -11.48 0.0744
H -5.48 1.70 -11.10 0.0775
H -4.93 4.26 -11.17 0.1170
H -4.41 3.38 -12.55 0.1072
H -4.17 6.01 -12.58 0.1089
H -4.82 5.17 -13.98 0.1038
H -6.16 7.00 -13.39 0.1066
H -6.15 6.68 -11.66 0.1097
H -8.81 7.35 -12.29 0.0775
H -8.51 6.48 -10.81 0.0759
H -9.63 5.82 -11.96 0.0631
H -7.89 6.43 -14.69 0.0696
H -9.04 5.18 -14.27 0.0789
H -7.31 4.88 -14.97 0.0697
H -8.95 3.47 -11.36 0.1103
C -11.45 -7.29 -8.42 -0.0634
C -10.77 -5.98 -8.50 -0.4866
C -9.30 -6.24 -8.13 -0.0472
C -10.84 -5.48 -10.00 -0.1203
C -10.48 -3.99 -10.15 -0.1489
C -11.39 -3.23 -9.14 -0.1633
C -11.20 -3.54 -7.66 -0.5100
C -9.80 -3.05 -7.32 -0.0242
C -12.39 -2.72 -7.05 -0.0167
N -11.34 -4.99 -7.56 -0.1541
O -11.47 -5.44 -6.32 -0.0005
H -12.41 -7.30 -8.92 0.0872
H -10.89 -8.00 -9.03 0.0917
H -11.56 -7.74 -7.43 0.0903
H -9.05 -6.19 -7.07 0.0828
H -8.84 -7.18 -8.44 0.0786
H -8.58 -5.49 -8.43 0.0622
H -10.19 -6.13 -10.58 0.1152
H -11.83 -5.75 -10.36 0.1071
H -9.39 -3.90 -10.13 0.1051
H -10.86 -3.68 -11.12 0.1033
H -12.43 -3.34 -9.46 0.1156
H -11.16 -2.16 -9.14 0.1126
H -9.02 -3.55 -7.88 0.0605
H -9.64 -3.34 -6.28 0.0896
H -9.65 -1.99 -7.53 0.0875
H -12.18 -1.66 -6.89 0.0847
H -12.41 -3.05 -6.01 0.0728
H -13.30 -2.95 -7.60 0.0836
H -12.24 -6.01 -6.34 0.1047
C 1.96 -12.31 -16.59 -0.0657
C 1.68 -13.05 -17.88 -0.4534
C 1.23 -12.02 -18.92 -0.0325
C 3.08 -13.60 -18.19 -0.1829
C 3.09 -14.62 -19.26 -0.2201
C 2.43 -15.86 -18.68 -0.1419
C 0.94 -15.61 -18.33 -0.4648
C 0.08 -15.49 -19.62 -0.0110
C 0.59 -16.76 -17.40 -0.0524
N 0.84 -14.30 -17.55 -0.1007
O -0.42 -14.03 -17.07 -0.0066
H 1.05 -11.95 -16.10 0.0801
H 2.57 -12.82 -15.84 0.0821
H 2.51 -11.37 -16.70 0.0859
H 2.09 -11.50 -19.33 0.0874
H 0.71 -12.48 -19.76 0.0671
H 0.49 -11.26 -18.68 0.0819
H 3.80 -12.95 -18.69 0.1195
H 3.73 -13.90 -17.36 0.1227
H 2.59 -14.27 -20.16 0.1054
H 4.07 -14.79 -19.69 0.1155
H 2.99 -16.04 -17.76 0.1163
H 2.58 -16.74 -19.31 0.1213
H -0.12 -16.42 -20.14 0.0863
H 0.60 -14.74 -20.23 0.0629
H -0.90 -15.08 -19.40 0.0689
H -0.46 -16.74 -17.13 0.0764
H 1.10 -16.80 -16.44 0.0908
H 0.67 -17.73 -17.90 0.0847
H -0.96 -13.90 -17.85 0.0765
```

Results
total energy: -4842.1840 hartree
structure (SMILES): CC1(C)CCCC(C)(C)N1O.CC1(C)CCCC(C)(C)N1O.CC1(C)CCCC(C)(C)N1O.CC1(C)CCCC(C)(C)N1O.CC1(C)CCCC(C)(C)N1O.CC1(C)CCCC(C)(C)N1O.CC1(C)CCCC(C)(C)N1O.CC1(C)CCCC(C)(C)N1O.CC1(C)CCCC(C)(C)N1O.CC1(C)CCCC(C)(C)N1O
E_LUMO: 0.0073 hartree
relative energy (zero: lowest compared OMol25 entry of this formula, charge and spin): 13.8833 eV
orbital gap: 7.853 eV

***

No. 2
Formula: C4H12
Source: the OMol25 dataset
Level of theory: the ωB97M-V functional and the def2-TZVPD basis

```
16
Properties=species:S:1:pos:R:3:lowdin_charge:R:1
C 0.46 0.69 1.65 -0.1736
C 1.71 0.64 2.52 -0.1686
H -0.41 0.76 2.30 0.0627
H 0.40 1.46 0.88 0.0587
H 0.33 -0.27 1.13 0.0432
H 2.00 1.65 2.82 0.0598
H 2.56 0.11 2.09 0.0606
H 1.45 0.14 3.46 0.0590
C -0.34 -0.46 -1.97 -0.1706
C -1.78 -0.85 -2.25 -0.1737
H 0.39 -0.93 -2.63 0.0652
H -0.21 0.63 -2.03 0.0646
H -0.07 -0.71 -0.94 0.0316
H -2.49 -0.42 -1.55 0.0627
H -1.91 -1.93 -2.26 0.0603
H -2.09 -0.52 -3.24 0.0580
```

Results
total energy: -159.5802 hartree
structure (SMILES): CC.CC
E_LUMO: 0.0425 hartree
relative energy (zero: lowest compared OMol25 entry of this formula, charge and spin): 0.1312 eV
orbital gap: 12.778 eV